Record 1
ORCA calculation (wB97M-V/def2-TZVPD) on a structure of composition C17H12CoN5O7S.

```
43
C17H12CoN5O7S (wB97M-V/def2-TZVPD)
Co 0.1034 -0.0960 0.1534
S 0.0941 0.4438 3.4192
O 0.8495 -0.3188 4.3632
O 0.5690 1.7085 2.9325
O -3.2723 2.0128 -0.0120
O 3.5962 1.6279 -0.4497
O -1.7512 0.3594 -0.1831
O 1.8889 0.1633 -0.3317
O 0.4460 5.9067 -0.1055
N 0.1745 1.8907 -0.1010
N -5.4706 1.0141 5.2830
N -0.3633 -2.0994 0.6302
N -0.1024 -0.4395 2.0457
N -0.9308 -2.5196 2.9110
C 2.4285 1.3844 -0.3355
C 1.3651 2.4512 -0.1858
C -3.6447 1.7723 3.9079
C -4.1697 0.8833 4.8521
C -3.3448 -0.1164 5.3792
C -1.2121 -4.2090 1.2288
C 0.3139 4.5666 -0.1101
C -0.7457 -3.3216 0.2819
C -2.0349 -0.2369 4.9627
C -2.3341 1.6584 3.4973
C -1.5297 0.6502 4.0185
C -0.9531 2.5644 -0.0666
C -0.4737 -1.7420 1.9368
C -2.1365 1.6149 -0.0869
C 1.4947 3.8181 -0.1924
C -0.9378 3.9411 -0.0637
C -1.2819 -3.7447 2.5376
H -0.4184 6.3271 -0.0444
H -3.7433 -0.8004 6.1191
H -1.6452 -4.3923 3.3284
H 2.4621 4.2935 -0.2630
H -1.8671 4.4961 -0.0371
H -1.5115 -5.2107 0.9631
H -6.1005 1.5639 4.7277
H -4.2771 2.5486 3.4947
H -1.9229 2.3503 2.7742
H -0.6644 -3.5821 -0.7659
H -1.3958 -1.0153 5.3549
H -5.8879 0.2449 5.7740
```

The LUMO energy (spin up / spin down) comes out at -0.2 / -2.0 eV. The calculation puts the total energy at -3236.50416 a.u. The calculation puts the HOMO energy (spin up / spin down) at -8.3 / -8.3 eV. As for the largest force on an atom: 0.39 eV/Å. The spin multiplicity is 5.

***

Record 2
ORCA calculation (wB97M-V/def2-TZVPD) on a structure of composition C30H56BN8Ru.

```
96
C30H56BN8Ru (wB97M-V/def2-TZVPD)
Ru -0.2779 -0.4281 0.0522
N 1.1966 1.9807 0.0662
N -0.8899 2.0456 -1.2212
N -0.9227 1.9623 1.3841
N -0.5462 0.8616 -1.8232
N -0.4568 -3.2688 -0.1266
N -2.4785 -1.0178 0.0792
N 1.4769 0.6560 0.0817
N -0.5605 0.7278 1.8172
C -1.3877 2.2345 -3.3638
C -1.4204 2.8837 -2.1348
C -1.5420 -1.1729 -4.2117
C 0.9062 -0.5680 -4.0244
C -0.5900 0.6577 -5.5891
C -1.9079 -3.4480 -0.1855
C 2.4645 4.1539 -0.0530
C -0.7635 -0.5078 5.3780
C 0.1651 -3.3724 -1.4459
C -1.2920 1.8568 3.5685
C -0.5217 -0.0251 -4.2190
C 3.5962 -0.7597 0.2531
C 2.8188 0.5066 0.0849
C -3.1175 -1.2474 1.3870
C -3.2526 0.0604 -0.5604
C 2.6838 -1.9826 0.3474
C 1.3396 -0.1284 4.0654
C 2.3426 2.6898 0.0068
C 4.4461 -0.6215 1.5293
C -2.6364 -2.2345 -0.7455
C -0.3344 -1.8242 3.3055
C -0.1616 -0.4607 3.9746
C -0.8153 0.9740 -3.1342
C -0.7364 0.6491 3.1445
C 4.5457 -0.9376 -0.9509
C -1.9463 4.0344 2.3617
C -1.9433 4.2303 -1.8459
C 0.1261 -4.2303 0.7975
C -1.3983 2.6699 2.4355
C 3.3927 1.7732 0.0133
B -0.2497 2.5268 0.1003
H 1.4991 0.8486 4.5143
H -0.0157 -5.2495 0.4187
H 3.0586 -2.6662 1.1059
H -1.1588 4.7804 2.2444
H 1.0584 -1.4372 -4.6589
H -0.2270 -1.7241 2.2081
H 1.9601 4.5584 -0.9302
H -1.3716 -1.8509 -3.3800
H 1.7808 -0.1325 3.0667
H -2.5777 4.2217 -0.9627
H -0.3018 -0.0433 -6.3682
H 5.0919 -1.8705 -0.8370
H -2.9025 0.2626 -1.5709
H -2.4826 4.2660 3.2787
H -2.5572 -0.7863 -4.1639
H -1.3061 -2.2444 3.5522
H -0.3008 -4.1579 -2.0512
H 5.2693 -0.1310 -0.9981
H -0.3696 -1.3663 5.9115
H 2.0252 4.6316 0.8224
H 5.0880 -1.4906 1.6446
H -1.8446 -0.5988 5.3389
H 1.6456 -1.6857 0.6212
H 3.9964 -0.9540 -1.8908
H 3.5167 4.4221 -0.1050
H -2.1489 -4.3079 -0.8270
H 1.6353 0.1874 -4.3091
H -4.3083 -0.2201 -0.6318
H 0.0789 1.5123 -5.6441
H -0.3488 -4.1711 1.7739
H -1.1348 4.9376 -1.6617
H -1.4465 -1.7505 -5.1272
H -2.2785 -2.0123 -1.7533
H 0.0875 -2.4178 -1.9783
H -1.7300 2.6356 -4.2957
H -3.7008 -2.4882 -0.8335
H -1.5728 2.1168 4.5679
H 1.1970 -4.0739 0.9010
H 5.0828 0.2562 1.4792
H -2.6211 4.1491 1.5150
H 2.6725 -2.5004 -0.6070
H -2.5180 4.5944 -2.6931
H -2.2763 -3.6865 0.8131
H 1.0816 -0.8434 -2.9776
H -0.5007 0.3782 5.9451
H -4.1643 -1.5345 1.2386
H -1.6036 0.9783 -5.8178
H -0.2349 3.6980 0.1605
H 1.8442 -0.8663 4.6822
H 3.8210 -0.5301 2.4153
H 4.4359 2.0104 -0.0278
H 1.2171 -3.6309 -1.3510
H -2.6308 -2.0458 1.9371
H -3.0956 -0.3416 1.9915
H 0.4272 -2.5072 3.6713
H -3.1916 0.9723 0.0350
```

Its net charge is +3. The LUMO energy (spin up / spin down) comes out at -10.6 / -12.6 eV. The calculation puts the total energy at -1733.52232 a.u. The calculation puts the HOMO energy (spin up / spin down) at -17.3 / -17.1 eV. As for the largest force on an atom: 1.97 eV/Å. The spin multiplicity is 5.

***

Record 3
ORCA calculation (wB97M-V/def2-TZVPD) on a structure of composition C28H79BHgO10.

```
119
C28H79BHgO10 (wB97M-V/def2-TZVPD)
Hg -4.5543 -24.0303 4.8162
O -4.1295 -26.3453 4.5931
O -3.7571 -29.1293 11.5072
O -11.2152 -27.8369 10.4873
O -7.7287 -22.3985 6.3914
O -8.1613 -25.6435 4.5086
O -6.9011 -21.7007 12.9177
O -6.3799 -27.6436 3.6772
O -6.2707 -24.6349 6.2288
O -5.6283 -21.9172 4.7571
O -1.2996 -23.5254 9.5503
C -4.5187 -20.7040 3.1013
C -10.0504 -25.8608 5.9668
C -9.4013 -25.1207 4.8261
C -8.2087 -29.0140 2.9485
C -7.5065 -28.9892 5.3434
C -6.6286 -19.8149 4.0507
C -2.8639 -27.6222 6.2058
C -7.5675 -22.3096 11.8291
C -4.5894 -28.1435 10.8810
C -2.8771 -26.9979 4.8035
C -5.0910 -28.7591 9.5629
C -5.6674 -27.6904 11.8780
C -11.4389 -25.4368 10.2679
C -9.4173 -22.9977 7.9706
C -3.4288 -24.3097 10.2708
C -2.5984 -28.0124 3.7354
C -10.7684 -26.7055 9.7528
C -6.9189 -23.6599 11.4430
C -9.0529 -22.4667 12.1779
C -1.3621 -25.8505 10.1286
C -8.4669 -20.6173 7.7650
C -7.0157 -28.9101 3.8733
C -1.9087 -24.4617 10.4079
C -6.0517 -25.3766 7.3917
C -8.2233 -22.1021 7.6972
C -9.2482 -26.7426 9.6513
C -5.3432 -20.5857 4.3472
C -10.2357 -25.1415 3.5524
B -2.8983 -23.3458 6.4309
H -8.8156 -27.6635 9.2624
H -7.3004 -20.3987 3.4203
H -3.7558 -23.2733 10.3579
H -5.1047 -21.1566 2.3009
H -6.7153 -28.6719 6.0275
H -1.6922 -23.6527 8.6747
H -1.4733 -26.4583 11.0282
H -4.3002 -28.6820 8.8161
H -7.3213 -23.2913 6.4258
H -3.5886 -21.2694 3.1980
H -5.8415 -23.5832 11.3071
H -7.9242 -28.8292 1.9127
H -2.6619 -27.5207 2.7634
H -2.0886 -26.2436 4.7597
H -6.4116 -21.9644 5.3340
H -9.9517 -24.3070 2.9132
H -4.3223 -29.8771 11.7217
H -10.3589 -26.8372 5.5771
H -3.8612 -22.7594 6.5721
H -1.6768 -24.1804 11.4387
H -8.8158 -29.9042 3.1185
H -9.6376 -22.9649 11.4002
H -7.5267 -25.4796 5.2309
H -7.0361 -24.3593 12.2773
H -8.9943 -25.9420 8.9534
H -6.3688 -28.4838 12.1478
H -7.4206 -21.6096 11.0041
H -4.7444 -20.1383 5.1449
H -10.2163 -22.8538 7.2417
H -5.2739 -29.8124 9.7695
H -8.4072 -20.2291 8.7821
H -9.1781 -23.0540 13.0876
H -4.9895 -25.5879 7.5597
H -4.1547 -19.7020 2.8633
H -11.1023 -26.8368 8.7198
H -9.8785 -22.7761 8.9369
H -8.2849 -28.2372 5.4855
H -5.9294 -28.1746 9.1812
H -2.2450 -23.2286 7.3372
H -11.2761 -24.9259 3.8070
H -10.1411 -26.1372 3.1211
H -10.9161 -27.6988 11.3924
H -7.7184 -20.0591 7.2010
H -10.9892 -24.5674 9.7864
H -1.6625 -28.5371 3.9180
H -8.9369 -28.2305 3.1765
H -10.9964 -25.3866 6.2358
H -12.4676 -25.4723 9.9107
H -6.2797 -29.7122 3.8176
H -3.6768 -28.3463 6.2980
H -7.1509 -19.3884 4.9067
H -6.3076 -26.9026 11.4674
H -7.0483 -26.9815 3.9251
H -0.3341 -25.8841 9.7696
H -4.7339 -27.0384 4.2694
H -7.8359 -29.9812 5.6493
H -5.2697 -27.2171 12.7759
H -3.1498 -24.4525 6.2836
H -9.1209 -24.0457 8.0033
H -3.9703 -24.8267 11.0659
H -7.4038 -22.3620 8.3764
H -3.3694 -28.7891 3.7124
H -6.5027 -26.3780 7.3586
H -6.4528 -24.9019 8.2939
H -7.3941 -24.1115 10.5721
H -6.5780 -22.4010 13.4936
H -9.4157 -20.3368 7.3028
H -1.8897 -26.3291 9.2963
H -9.4975 -21.4752 12.2651
H -3.0587 -26.8545 6.9553
H -3.6672 -24.6541 9.2618
H -6.4232 -18.9251 3.4494
H -11.3958 -25.3791 11.3553
H -4.0599 -27.2149 10.6654
H -1.9092 -28.1101 6.3991
H -9.3225 -24.0547 5.0759
H -8.7899 -26.5686 10.6288
H -2.3197 -22.9403 5.5394
H -9.4259 -26.0381 6.8407
```

For the energy relative to the best compared isomer or geometry (same formula, charge and spin), the calculation gives 33.4 kcal per mole. The LUMO energy comes out at -1.5 eV. The calculation puts the total energy at -2044.71110 a.u. The calculation puts the HOMO energy at -9.4 eV. As for the largest force on an atom: 2.68 eV/Å.

***

Record 4
ORCA calculation (wB97M-V/def2-TZVPD) on a cluster of 3 separate species, C67H59NO7 in total.

```
134
C67H59NO7 (wB97M-V/def2-TZVPD)
O -11.6865 -1.3175 1.0354
O 7.0002 -0.3088 3.8777
O 11.4107 -3.2348 4.6896
O -1.4710 5.3977 0.4784
O -7.2403 -4.2633 1.4997
O -2.6958 1.2875 -2.4964
O 0.9648 1.5341 -7.0713
N 0.8559 4.4376 1.2673
C -10.9433 -6.1967 1.7870
C 4.3045 -0.7096 -4.1913
C 9.0867 -3.2244 4.3001
C -4.2785 4.7495 0.2760
C 10.4156 -2.5742 4.4784
C -1.1209 -1.0170 -1.5863
C -0.2782 0.0255 -2.2775
C 1.2876 1.3930 -0.8736
C -5.8398 3.2692 -0.8574
C -3.7343 -3.8882 0.3058
C -5.5821 4.3690 -0.0461
C -3.2030 3.9822 -0.2093
C 9.3399 -0.3280 4.1498
C -9.5997 -4.2323 1.4691
C -8.2521 -3.6072 1.3672
C -4.7782 2.5329 -1.3463
C -9.2337 -0.0227 0.6578
C 11.7192 -0.4608 4.5176
C -1.7820 4.3179 0.0570
C 10.4873 -1.0886 4.3838
C -2.8792 -2.6851 -1.7182
C 3.3901 1.8993 1.6007
C 10.6685 1.6724 4.1534
C 3.0951 -1.6542 -4.3535
C 4.6855 2.1078 2.0690
C -12.0966 -5.4243 1.6951
C 5.0398 3.8233 0.4144
C -2.0525 -1.7493 -2.3176
C -2.3898 2.0461 -1.6124
C 0.5520 3.4034 0.3030
C 9.0014 -4.6103 4.3354
C 2.9145 2.6605 0.5376
C -9.6979 -5.6022 1.6778
C -0.2513 1.8738 -6.4369
C 3.0272 0.8396 -2.5641
C 2.4061 0.4476 -1.2255
C -3.8907 5.6306 2.6395
C 1.8400 0.8329 -6.2103
C -1.0050 -1.2824 -0.2287
C -7.9876 0.5655 0.5187
C 4.3319 0.0886 -2.8868
C -1.8306 -2.2247 0.3765
C -6.8329 -0.1947 0.6749
C -0.0073 1.2341 -1.3980
C 5.5029 3.0663 1.4848
C -10.7578 -3.4588 1.3633
C -0.7327 3.2808 -0.2448
C 6.7027 -3.0886 3.9619
C 11.8089 0.9160 4.4031
C -1.0063 2.1780 -1.0806
C 8.0034 -0.9750 4.0322
C 1.3588 -0.5955 -5.9360
C 2.4802 -1.6254 -5.7691
C -3.4687 2.8784 -1.0204
C -4.1001 5.9690 1.1467
C 9.4367 1.0528 4.0313
C -2.7862 -2.9237 -0.3426
C -9.3323 -1.3779 0.9473
C 6.6231 -4.4701 4.0014
C 3.7431 3.6171 -0.0508
C 1.5455 2.4746 -0.0270
C -8.1743 -2.1446 1.0903
C -10.6804 -1.9914 1.1097
C -12.0047 -4.0591 1.4837
C 7.9339 -2.4608 4.1043
C 7.7733 -5.2311 4.1831
C -6.9260 -1.5466 0.9599
H 8.5453 1.6352 3.8435
H -4.0849 4.5828 2.8366
H 5.6650 4.5663 -0.0530
H -3.3716 -4.9133 0.2992
H 4.4039 -0.0614 -5.0572
H 2.7610 1.1470 2.0504
H 5.0703 1.5307 2.8966
H 3.2314 1.9093 -2.5808
H -6.8572 3.0186 -1.1113
H 5.8132 -2.4912 3.8179
H -5.8600 0.2695 0.5711
H 1.3169 3.9802 2.0488
H -0.0961 2.1656 -5.3951
H -10.1344 0.5643 0.5424
H 1.9942 -0.5544 -1.3296
H -1.7497 -2.4117 1.4384
H 10.7427 2.7475 4.0559
H -2.8794 5.8919 2.9342
H -8.7974 -6.1960 1.7522
H -2.1634 -1.5404 -3.3729
H 2.0835 -2.6087 -6.0087
H -5.0126 6.5569 1.0561
H 3.4176 -2.6754 -4.1716
H 7.7094 -6.3109 4.2068
H 12.6020 -1.0552 4.7079
H 5.1951 -1.3369 -4.2036
H -4.5433 6.2519 3.2434
H -4.9730 1.6864 -1.9837
H 9.8984 -5.1960 4.4806
H 3.3876 4.1957 -0.8923
H 5.6638 -4.9576 3.8883
H -3.3089 6.6001 0.7769
H 1.5700 5.0459 0.8837
H 12.7695 1.4032 4.5054
H -7.9130 1.6206 0.2900
H 2.3119 0.6792 -3.3651
H -3.6134 -3.2204 -2.2999
H 5.1317 0.8230 -2.9675
H -0.2967 -0.7331 0.3761
H 3.2649 -1.4132 -6.4940
H -13.0688 -5.8905 1.7864
H 3.1870 0.4312 -0.4792
H 0.6420 -0.4010 -2.6513
H -11.0183 -7.2644 1.9455
H 0.7415 -0.8722 -6.7905
H 2.8118 0.7904 -6.6918
H 4.6235 -0.5630 -2.0652
H -0.8300 0.3661 -3.1457
H -6.0326 -2.1442 1.0796
H 0.7180 -0.6382 -5.0548
H -12.8970 -3.4534 1.4082
H -0.9425 1.0293 -6.4497
H -6.4057 4.9603 0.3263
H 1.9410 1.4090 -5.2871
H 2.3057 -1.4146 -3.6462
H 6.5082 3.2295 1.8440
H -0.6842 2.7077 -6.9756
H -4.6853 -3.8902 -0.2191
H -3.9357 -3.5920 1.3324
```

The LUMO energy comes out at -1.1 eV. The calculation puts the total energy at -3170.02394 a.u. The calculation puts the HOMO energy at -8.6 eV. As for the largest force on an atom: 0.95 eV/Å. As for the SMILES: CCc1cccc2c1C(=O)c1c(N)c(-c3ccccc3)c(CCCCCCCCOC)c(Cc3ccc(C)cc3)c1C2=O.O=C1c2ccccc2C(=O)c2ccccc21.O=C1c2ccccc2C(=O)c2ccccc21.